(1)
11 unconnected molecules or ions with the total composition C66H55N11O22 in a non-equilibrium geometry. Source: the OMol25 dataset; level of theory: ωB97M-V/def2-TZVPD.

Calculated values
SMILES: O=[N+]([O-])c1ccccc1.O=[N+]([O-])c1ccccc1.O=[N+]([O-])c1ccccc1.O=[N+]([O-])c1ccccc1.O=[N+]([O-])c1ccccc1.O=[N+]([O-])c1ccccc1.O=[N+]([O-])c1ccccc1.O=[N+]([O-])c1ccccc1.O=[N+]([O-])c1ccccc1.O=[N+]([O-])c1ccccc1.O=[N+]([O-])c1ccccc1
Total charge: 0
Spin multiplicity: 1
Relative energy (zero: lowest compared OMol25 entry of this formula, charge and spin) in kJ/mol: 795.8
Total energy in Eh: -4804.31470
Kohn-Sham gap in Ha: 0.3172

```
154
Properties=species:S:1:pos:R:3:forces:R:3
O 0.757 2.562 0.654 -1.68 2.60 -0.07
N 1.109 1.439 0.583 1.31 -1.30 -1.20
O 1.892 0.949 1.362 0.44 -1.17 0.44
C 0.699 0.636 -0.590 0.20 -1.46 -2.43
C -0.621 0.706 -1.137 1.36 0.97 2.67
C -1.065 -0.259 -1.959 0.98 -0.92 -1.50
C -0.159 -1.221 -2.468 -1.18 -0.18 0.48
C 1.194 -1.218 -2.149 -0.52 1.48 0.58
C 1.655 -0.228 -1.247 -1.77 0.23 1.44
H -1.385 1.381 -0.782 0.39 0.42 0.40
H -2.108 -0.177 -2.228 0.00 -0.59 -0.31
H -0.654 -2.027 -2.990 0.51 -0.18 -0.49
H 1.891 -1.945 -2.537 -0.08 -0.01 -0.10
H 2.681 -0.249 -0.911 0.02 0.12 0.10
O 3.566 7.360 10.804 -0.46 -0.26 -3.16
N 3.075 7.835 9.742 -0.47 1.37 3.23
O 2.574 8.960 9.786 0.30 -0.97 -0.99
C 2.993 7.109 8.464 0.27 -1.20 -0.05
C 3.889 6.063 8.215 -0.42 0.96 -1.06
C 3.801 5.511 6.940 0.65 -1.36 -0.91
C 2.865 5.804 5.936 0.68 0.89 1.08
C 2.036 6.851 6.231 -1.16 -0.03 0.64
C 2.043 7.425 7.496 0.31 1.37 0.12
H 4.721 5.833 8.864 -0.22 -0.12 0.18
H 4.547 4.798 6.621 0.22 -0.28 0.42
H 2.850 5.383 4.941 0.29 -0.36 0.16
H 1.273 7.205 5.554 0.07 0.00 -0.23
H 1.385 8.274 7.606 -0.05 -0.03 0.56
O 11.261 3.330 3.429 1.88 -0.15 -0.19
N 10.225 2.729 3.472 -1.53 1.74 -0.85
O 9.370 3.018 4.289 -0.60 -1.24 0.05
C 9.908 1.863 2.308 -0.30 -2.14 -0.34
C 8.583 1.304 2.161 1.24 0.93 1.01
C 8.311 0.420 1.151 1.74 0.36 -1.58
C 9.397 0.058 0.326 -0.71 -1.15 1.15
C 10.720 0.346 0.659 -0.80 0.43 -1.40
C 11.011 1.382 1.525 -1.59 -0.10 1.50
H 7.782 1.493 2.861 0.27 0.60 0.25
H 7.341 0.019 0.894 -0.16 0.17 0.41
H 9.170 -0.682 -0.427 0.29 -0.03 -0.28
H 11.460 -0.205 0.099 0.40 0.34 0.05
H 12.036 1.674 1.699 -0.16 0.26 0.22
O -5.052 -3.365 -5.844 -0.19 0.56 0.25
N -6.164 -3.138 -5.404 -0.09 -0.76 0.26
O -6.382 -2.713 -4.269 -0.46 -0.22 -1.63
C -7.283 -3.644 -6.331 -1.61 1.38 1.78
C -6.924 -4.506 -7.302 -0.79 -2.56 -1.26
C -7.968 -5.278 -7.878 -1.48 1.91 0.05
C -9.375 -5.031 -7.590 1.94 -0.75 -0.01
C -9.757 -4.118 -6.607 3.18 0.37 -0.54
C -8.644 -3.415 -6.042 -0.64 -1.00 1.47
H -5.896 -4.789 -7.475 0.00 0.28 -0.17
H -7.751 -5.968 -8.681 0.14 -0.21 0.17
H -10.058 -5.710 -8.079 -0.29 0.15 -0.03
H -10.744 -3.965 -6.196 -0.03 -0.06 -0.27
H -8.891 -2.996 -5.078 0.33 0.91 -0.06
O 2.776 -0.687 10.443 1.33 0.66 -3.18
N 3.011 -0.054 9.373 -0.80 0.93 1.99
O 2.516 1.078 9.209 1.30 -2.24 -0.67
C 3.940 -0.642 8.262 -1.18 -0.18 -1.64
C 3.716 -0.256 6.910 1.52 -0.23 1.99
C 4.405 -0.963 5.873 -2.03 2.32 1.02
C 5.289 -1.935 6.181 0.79 -1.54 1.57
C 5.595 -2.222 7.549 -0.08 -0.31 -1.42
C 4.861 -1.665 8.548 -1.47 1.90 1.46
H 3.236 0.703 6.783 -0.64 -0.28 -0.51
H 4.130 -0.592 4.896 0.37 -0.51 -0.39
H 5.697 -2.621 5.454 0.33 0.40 -0.32
H 6.380 -2.927 7.777 -0.10 -0.17 0.01
H 4.901 -1.821 9.615 0.66 -0.74 0.06
O -0.014 12.385 -3.934 -0.24 0.16 -0.16
N -0.978 11.744 -3.579 -1.44 0.37 -0.15
O -2.178 12.034 -3.765 2.04 0.11 -0.18
C -0.751 10.541 -2.822 -1.77 -1.86 1.73
C 0.420 10.270 -2.100 0.99 3.91 -4.04
C 0.529 9.298 -1.257 -1.57 -5.43 3.23
C -0.582 8.423 -1.065 -0.37 0.69 0.01
C -1.770 8.605 -1.771 0.97 0.28 0.56
C -1.878 9.713 -2.601 0.82 0.44 -0.62
H 1.341 10.774 -2.353 -0.16 0.74 -0.03
H 1.407 8.969 -0.721 0.38 0.67 -0.13
H -0.557 7.672 -0.289 0.26 -0.28 -0.14
H -2.612 7.946 -1.620 -0.03 0.00 0.00
H -2.822 9.909 -3.089 0.13 0.19 -0.08
O 7.017 5.346 -1.179 1.36 0.27 1.09
N 6.238 4.932 -1.979 0.76 -1.47 -1.45
O 5.160 5.378 -2.189 -2.45 0.73 -0.26
C 6.653 3.818 -2.866 2.26 -2.74 -2.96
C 7.926 3.918 -3.588 -1.60 -0.31 1.81
C 8.465 2.854 -4.353 -1.04 0.81 0.83
C 7.670 1.735 -4.576 -0.54 0.46 0.05
C 6.379 1.675 -4.061 0.49 0.36 0.78
C 5.888 2.640 -3.163 0.31 1.68 0.01
H 8.415 4.862 -3.399 0.61 -0.13 -0.21
H 9.474 2.893 -4.737 -0.04 0.29 -0.13
H 7.950 0.911 -5.215 0.47 0.07 0.00
H 5.840 0.779 -4.330 -0.55 0.17 0.26
H 4.876 2.584 -2.791 -0.04 -0.21 0.20
O 4.814 -11.648 -7.248 -0.37 -1.88 0.50
N 5.259 -10.563 -7.385 -1.29 4.22 -1.17
O 6.150 -10.184 -8.103 1.91 -1.11 -0.84
C 4.574 -9.345 -6.818 -0.29 -0.84 2.38
C 5.435 -8.520 -6.051 -0.95 -0.87 -0.29
C 4.886 -7.610 -5.144 -0.38 -0.56 -0.98
C 3.509 -7.582 -5.039 -0.99 -0.94 0.83
C 2.653 -8.484 -5.719 0.68 0.50 -1.14
C 3.159 -9.346 -6.692 1.64 1.19 0.40
H 6.494 -8.733 -6.076 0.06 0.17 -0.17
H 5.483 -6.992 -4.490 0.16 0.00 -0.15
H 3.096 -6.989 -4.236 -0.26 0.27 -0.13
H 1.576 -8.502 -5.630 -0.05 0.45 0.44
H 2.507 -9.844 -7.394 0.10 -0.59 0.33
O -8.129 2.774 6.559 0.25 0.67 1.13
N -7.060 2.358 6.975 -0.56 -2.81 -1.34
O -6.771 1.981 8.105 -0.30 1.36 -0.64
C -6.172 1.880 5.868 3.34 1.68 2.22
C -4.776 2.106 6.041 -0.64 -0.48 -0.64
C -3.925 1.661 5.029 -0.52 -0.19 0.33
C -4.417 0.966 3.943 -1.22 0.65 -0.45
C -5.810 0.692 3.837 2.43 -0.30 0.13
C -6.636 1.166 4.824 -1.70 -0.98 -0.83
H -4.337 2.570 6.911 -0.41 0.16 0.14
H -2.848 1.746 5.033 0.03 0.50 0.51
H -3.662 0.859 3.178 -0.40 -0.94 -0.42
H -6.182 -0.023 3.118 -0.08 0.34 -0.33
H -7.669 0.855 4.770 -0.24 0.34 0.16
O -7.242 3.124 -0.947 0.14 -0.34 -0.24
N -7.440 1.929 -0.821 0.74 0.00 0.86
O -6.580 1.064 -0.759 0.08 0.20 -0.39
C -8.782 1.498 -0.599 -3.89 -1.03 -0.01
C -9.753 2.415 -0.175 0.71 0.49 0.59
C -11.106 2.112 0.002 0.50 -1.38 -0.81
C -11.547 0.828 -0.373 0.69 0.97 0.55
C -10.587 -0.099 -0.797 -1.65 -0.52 0.03
C -9.273 0.181 -0.876 3.09 2.01 -0.55
H -9.423 3.397 0.130 0.10 0.16 -0.22
H -11.773 2.875 0.374 -0.06 -0.07 -0.01
H -12.595 0.583 -0.289 -0.01 -0.18 -0.11
H -10.852 -1.093 -1.125 -0.42 -0.05 0.13
H -8.570 -0.516 -1.307 0.01 -0.27 0.19
O -3.027 -7.403 -3.282 -2.30 -1.87 0.05
N -3.658 -8.423 -3.685 3.95 1.50 -1.24
O -3.383 -8.860 -4.814 -1.56 -0.03 1.32
C -4.440 -9.221 -2.754 0.06 -0.14 2.05
C -4.987 -10.438 -3.161 1.28 2.88 -2.00
C -5.630 -11.227 -2.289 -0.97 -1.61 0.57
C -5.736 -10.863 -0.968 0.12 1.13 0.92
C -5.172 -9.654 -0.527 0.44 -0.57 0.14
C -4.447 -8.848 -1.379 -0.40 -0.02 -2.10
H -4.900 -10.570 -4.230 -0.13 -0.72 -0.04
H -6.047 -12.144 -2.679 -0.15 -0.15 0.26
H -6.262 -11.438 -0.220 -0.05 -0.33 -0.21
H -5.184 -9.399 0.522 -0.23 -0.02 0.08
H -3.946 -7.934 -1.099 -0.05 -0.05 0.20
```
Forces are in eV/Å.

***

(2)
27 unconnected molecules or ions with the total composition C28H89BrO33P2S in a non-equilibrium geometry. Source: the OMol25 dataset; level of theory: ωB97M-V/def2-TZVPD.

Calculated values
Total charge: 0
Spin multiplicity: 1
Total energy in Eh: -7258.05485
Kohn-Sham gap in Ha: 0.2996

```
154
Properties=species:S:1:pos:R:3:forces:R:3
C 5.063 -1.318 1.307 0.61 -0.71 -0.60
C 4.296 -1.551 -0.047 0.53 0.04 -0.12
C 3.286 -0.405 -0.468 -0.45 -0.68 -0.24
C 2.481 0.235 0.699 -0.82 0.48 1.12
C 3.003 1.363 1.515 -1.94 -0.16 1.08
C 4.424 1.966 1.287 -0.23 0.61 -0.91
C 4.658 2.488 -0.216 1.17 -0.22 1.34
O 5.709 1.646 -0.743 -0.94 1.01 -0.59
C 6.029 2.010 -2.090 1.04 -1.50 -1.04
C 7.357 1.212 -2.454 -0.64 -0.03 1.33
C 2.126 1.927 2.590 -0.57 -1.08 -0.79
C 2.529 3.146 3.516 -0.37 -1.11 -0.93
P 1.859 4.788 2.891 -1.95 1.53 1.25
O 1.165 5.530 3.984 0.91 -1.01 -0.70
O 0.735 4.589 1.664 2.42 0.28 0.53
O 3.058 5.791 2.280 -1.26 -1.62 -0.76
C 0.787 1.378 2.876 1.60 -0.99 -1.70
C 0.322 0.257 2.095 0.96 0.33 -0.81
C 1.145 -0.307 1.003 0.33 1.38 1.20
C 0.516 -1.506 0.255 -1.05 0.49 0.28
O 1.109 -2.469 -0.163 0.08 0.65 0.15
C -1.047 -1.448 0.089 -2.15 0.39 -0.13
C -1.723 -1.931 -1.115 -0.98 0.59 0.82
C -0.912 -2.502 -2.343 0.18 0.88 1.22
O -0.581 -3.856 -2.040 -0.59 0.70 -1.46
C -1.032 -4.775 -3.050 -0.68 -1.86 0.39
C -1.357 -6.160 -2.322 0.67 0.69 -0.66
C -3.209 -1.853 -1.165 0.63 1.06 1.47
P -4.185 -2.397 -2.655 -0.10 -0.09 1.02
S -4.608 -4.299 -2.701 0.03 -0.09 -0.23
C -3.997 -1.325 -0.054 2.60 -0.05 0.07
C -3.318 -0.826 1.160 0.19 -0.90 -1.70
C -4.235 -0.288 2.286 -0.24 -0.20 0.34
C -5.199 -1.393 2.893 -0.44 0.82 0.48
C -5.853 -0.921 4.266 -0.95 0.01 -0.96
Br -4.263 -3.105 3.257 -0.11 0.47 -0.40
C -1.872 -0.889 1.188 -0.18 -0.40 -0.64
C -1.089 -0.355 2.408 1.23 0.31 -0.68
O -1.464 -0.373 3.560 -0.19 -0.05 -0.66
H 5.553 -2.296 1.580 -0.57 0.94 -0.07
H 4.414 -0.988 2.156 0.56 -0.23 -0.77
H 5.921 -0.610 1.133 -1.04 -0.51 0.37
H 3.805 -2.564 -0.073 0.19 1.17 0.26
H 5.087 -1.590 -0.854 -0.83 0.03 0.74
H 2.529 -0.892 -1.148 0.83 0.57 0.64
H 3.842 0.321 -1.107 -0.52 -0.31 0.92
H 5.241 1.239 1.540 -1.03 0.64 -0.40
H 4.641 2.863 1.936 -0.65 -1.03 -0.38
H 5.107 3.533 -0.165 -0.93 -1.00 -0.25
H 3.724 2.460 -0.835 0.75 0.07 0.41
H 5.244 1.610 -2.801 0.34 0.80 0.74
H 6.158 3.115 -2.216 -0.15 -0.82 0.23
H 7.928 1.151 -1.488 -0.32 0.27 -1.18
H 7.947 1.701 -3.254 -0.50 -0.45 0.77
H 7.127 0.139 -2.713 0.07 1.20 -0.05
H 1.987 2.970 4.487 0.56 0.62 -0.94
H 3.624 3.178 3.729 -0.94 0.19 -0.22
H 1.087 4.938 0.821 -0.45 -0.53 0.29
H 2.689 6.208 1.476 0.50 0.13 0.50
H 0.136 1.807 3.678 0.74 -0.46 -0.82
H -1.469 -2.389 -3.312 0.32 -0.25 0.95
H 0.001 -1.843 -2.438 -0.65 -0.89 0.03
H -1.988 -4.445 -3.538 0.95 0.06 0.41
H -0.271 -4.986 -3.847 -0.39 0.63 0.68
H -2.432 -6.427 -2.492 1.02 0.13 0.34
H -0.680 -6.943 -2.743 -0.85 0.49 0.50
H -1.114 -6.047 -1.235 -0.43 -0.13 -0.92
H -3.476 -1.914 -3.795 -0.38 0.12 0.42
H -5.428 -1.680 -2.602 0.94 0.22 -0.05
H -5.109 -1.290 -0.112 1.00 -0.02 0.04
H -4.898 0.519 1.854 0.57 -0.85 0.36
H -3.700 0.172 3.150 -0.06 -0.47 -0.96
H -6.029 -1.616 2.176 1.09 -0.13 0.65
H -6.940 -0.674 4.028 1.36 -0.01 0.48
H -5.346 -0.008 4.672 -0.38 -0.87 -0.25
H -5.886 -1.741 5.027 0.27 0.81 -0.68
O -0.131 -9.183 -2.216 0.16 -0.12 0.21
H 0.747 -9.500 -2.468 -0.15 -0.13 -0.23
H -0.370 -9.734 -1.463 -0.02 0.07 -0.07
O 5.325 6.068 -0.613 -0.21 0.40 0.08
H 5.138 6.131 0.334 0.20 -0.10 0.01
H 6.006 6.735 -0.764 0.13 -0.21 0.07
O -3.250 -3.788 -6.228 0.10 0.27 0.15
H -3.463 -3.731 -5.287 -0.12 -0.28 -0.02
H -2.567 -3.120 -6.357 -0.03 -0.10 -0.10
O 4.858 4.949 4.386 0.16 -0.08 0.09
H 5.690 5.436 4.333 -0.03 -0.06 -0.16
H 4.388 5.206 3.582 0.31 0.31 0.14
O 2.408 7.677 5.766 0.00 0.05 0.28
H 1.660 8.097 6.205 0.07 -0.01 -0.07
H 2.021 6.908 5.324 -0.05 -0.15 -0.22
O 6.141 0.908 3.644 0.05 0.14 0.25
H 5.538 0.660 4.355 0.05 -0.05 -0.07
H 6.584 1.697 3.980 -0.03 -0.07 0.02
O -0.124 -3.018 5.057 0.12 0.19 0.06
H -0.231 -2.137 4.676 -0.14 -0.08 0.01
H 0.118 -2.849 5.974 -0.03 -0.06 -0.07
O 7.051 5.499 2.433 0.08 -0.07 -0.10
H 7.951 5.781 2.229 -0.08 0.03 0.04
H 7.039 4.563 2.201 -0.04 0.06 0.01
O -8.176 -3.711 -3.859 0.07 0.19 -0.21
H -8.095 -4.561 -4.308 -0.12 -0.06 0.22
H -7.419 -3.691 -3.259 -0.04 -0.04 -0.06
O 5.087 7.040 7.318 0.08 -0.33 0.16
H 5.193 6.296 6.713 -0.16 0.19 -0.18
H 4.165 7.309 7.194 -0.01 -0.02 -0.23
O 9.721 2.365 -0.670 0.29 0.02 0.27
H 10.575 2.029 -0.965 -0.07 0.07 -0.02
H 9.506 1.818 0.095 -0.03 0.05 -0.07
O -8.960 0.790 3.911 0.18 -0.13 -0.70
H -8.556 1.576 4.293 -0.12 -0.09 0.06
H -9.897 0.892 4.113 0.47 0.04 0.06
O -8.923 -1.753 -5.979 -0.02 0.01 -0.03
H -8.060 -2.089 -6.249 -0.03 -0.12 0.25
H -9.162 -2.308 -5.223 0.17 0.00 0.04
O 1.349 -10.995 -4.100 0.15 0.12 -0.03
H 2.170 -11.272 -4.528 -0.15 -0.18 0.04
H 0.693 -11.041 -4.803 0.00 0.07 0.12
O -7.704 -2.836 1.725 -0.09 0.14 -0.30
H -8.457 -2.424 2.168 0.02 -0.06 -0.02
H -8.083 -3.613 1.298 0.05 0.06 0.03
O -7.738 -0.663 -8.352 0.07 0.04 0.17
H -8.350 -0.932 -7.654 -0.16 0.18 -0.23
H -7.306 0.121 -7.996 -0.04 -0.05 -0.09
O 8.153 0.985 -5.256 0.13 -0.13 -0.60
H 8.942 0.688 -5.725 -0.04 0.03 0.05
H 7.459 0.955 -5.925 0.02 0.02 0.08
O -7.805 -6.550 -3.002 0.14 -0.04 0.06
H -6.909 -6.197 -2.959 0.06 -0.06 0.02
H -7.979 -6.859 -2.106 -0.05 0.02 -0.10
O 3.624 8.260 -2.192 0.12 0.07 -0.01
H 4.229 8.579 -2.871 -0.15 -0.01 -0.03
H 4.202 7.849 -1.536 -0.20 -0.22 -0.08
O -11.421 0.110 -4.971 0.00 -0.01 -0.16
H -10.617 -0.184 -5.416 0.06 -0.06 0.04
H -12.093 0.087 -5.661 0.03 0.01 0.09
O -10.498 1.363 5.935 -0.61 0.06 0.54
H -10.433 1.490 6.888 0.06 0.03 -0.09
H -11.284 0.812 5.827 0.03 0.05 0.10
O 5.529 4.372 8.837 0.08 0.06 0.05
H 5.430 5.264 8.474 -0.10 0.10 0.09
H 5.779 4.520 9.755 -0.02 -0.05 -0.08
O 2.871 -12.952 -5.650 0.15 -0.15 -0.24
H 3.593 -13.044 -6.281 -0.03 0.08 0.08
H 2.355 -13.758 -5.763 -0.04 0.10 0.13
O -8.699 -4.062 3.984 -0.01 -0.18 0.16
H -7.800 -3.763 3.797 -0.05 -0.03 -0.04
H -8.688 -4.996 3.749 -0.02 0.06 0.10
O 0.670 7.718 -3.743 0.23 -0.06 -0.02
H 0.740 6.864 -4.185 -0.06 0.08 0.00
H 1.445 7.746 -3.163 0.04 0.07 0.04
O 2.174 9.173 -5.991 0.09 0.10 0.19
H 1.580 8.911 -5.273 -0.08 -0.12 0.00
H 2.613 9.963 -5.657 -0.06 -0.03 -0.12
```
Forces are in eV/Å.

***

no.,E_HOMO (eV)
1,-9.8
2,-9.2